{"formula": "C6H12N3O2PS", "method": "ωB97M-V with the def2-TZVPD basis set", "e_homo_ev": -8.475, "de_lowest_ev": 0.000, "energy_ev": -35103.91595, "orbital_gap_ev": 8.111, "symbols": ["S", "P", "O", "O", "N", "N", "N", "C", "C", "C", "C", "C", "C", "H", "H", "H", "H", "H", "H", "H", "H", "H", "H", "H", "H"], "positions_angstrom": [[-0.923, 3.730, 2.566], [-0.569, 1.758, 1.763], [-3.130, -0.788, 1.828], [-2.162, 1.254, 2.077], [-0.184, 2.283, 3.340], [-0.203, 1.585, -2.308], [-0.867, -0.497, 1.544], [0.747, -1.790, 0.476], [-2.177, -0.057, 1.878], [-0.631, -1.420, 0.723], [-0.079, 0.202, -1.902], [1.251, -1.737, -1.036], [1.219, -0.351, -1.585], [1.970, -0.276, -2.512], [-0.514, -0.329, -2.753], [0.065, 1.712, -3.251], [-0.703, 0.175, -0.949], [0.831, 2.247, 3.558], [2.244, -2.141, -1.010], [1.555, -1.338, 1.017], [-1.516, -1.600, 0.074], [0.876, -2.870, 0.751], [1.691, 0.402, -0.922], [0.664, -2.253, -1.741], [0.544, 2.099, -1.627]]}

=====

{"formula": "C6H12N3O4", "method": "ωB97M-V with the def2-TZVPD basis set", "e_homo_ev": -14.491, "de_lowest_ev": 6.071, "total_charge": 1, "energy_ev": -19063.45137, "orbital_gap_ev": 9.369, "symbols": ["O", "O", "O", "O", "N", "N", "N", "C", "C", "C", "C", "C", "C", "H", "H", "H", "H", "H", "H", "H", "H", "H", "H", "H", "H"], "positions_angstrom": [[2.323, -0.436, 0.856], [-2.555, 1.015, 0.272], [-1.422, -1.991, -1.007], [0.163, -3.505, 1.098], [0.611, -1.575, -0.156], [-0.532, 0.558, -0.957], [-0.513, -1.320, -0.676], [0.006, 1.530, 1.243], [1.174, -2.869, 0.448], [0.513, 0.923, -0.100], [1.339, -0.308, 0.257], [-1.901, 0.974, -0.990], [1.341, 2.019, -0.787], [-0.690, 1.087, 1.864], [-3.301, 0.439, 0.056], [2.289, 1.849, -0.518], [0.856, 3.066, -0.584], [1.495, -3.370, -0.390], [-0.345, 2.477, 1.165], [-0.480, -3.977, 0.579], [0.837, 1.794, 2.015], [1.938, -2.690, 1.094], [-2.575, 0.499, -1.649], [1.385, 1.815, -1.801], [-1.957, 1.997, -1.332]]}

=====

{"formula": "C6H12N3OPS", "method": "ωB97M-V with the def2-TZVPD basis set", "e_homo_ev": [-9.142, -8.676], "de_lowest_ev": 0.101, "energy_ev": -33052.23637, "orbital_gap_ev": [8.712, 5.691], "symbols": ["S", "P", "O", "N", "N", "N", "C", "C", "C", "C", "C", "C", "H", "H", "H", "H", "H", "H", "H", "H", "H", "H", "H", "H"], "positions_angstrom": [[0.335, -0.522, 2.389], [1.273, -1.938, 1.135], [0.162, -2.546, 0.117], [2.659, -0.126, -0.333], [4.602, 0.991, -0.525], [2.414, 0.740, -1.278], [-1.458, 0.817, 0.686], [3.545, 1.340, -1.287], [-1.535, 1.683, -0.587], [-0.021, 0.806, 1.196], [3.957, 0.029, 0.089], [0.090, -2.141, -1.254], [-0.923, 2.619, -0.406], [-2.432, 1.978, -0.980], [0.772, -1.147, -1.347], [-1.783, -0.127, 0.299], [-0.932, -2.083, -1.549], [-2.054, 1.052, 1.516], [0.800, 0.865, 0.517], [0.550, -2.873, -1.811], [0.099, 1.687, 1.793], [1.028, -3.085, 2.078], [4.313, -0.564, 0.877], [-0.958, 1.253, -1.378]]}

=====

{"formula": "C6H12N3S", "method": "ωB97M-V with the def2-TZVPD basis set", "e_homo_ev": -12.462, "de_lowest_ev": 1.724, "total_charge": 1, "energy_ev": -21713.78234, "orbital_gap_ev": 7.644, "symbols": ["S", "N", "N", "N", "C", "C", "C", "C", "C", "C", "H", "H", "H", "H", "H", "H", "H", "H", "H", "H", "H", "H"], "positions_angstrom": [[-0.351, 1.379, 1.140], [-2.155, -1.337, -0.641], [-0.213, -2.395, -1.358], [1.751, -3.042, -2.012], [1.948, -2.133, -1.060], [0.477, -3.183, -2.256], [-1.529, -2.219, -1.306], [0.752, 3.628, 2.235], [0.177, 3.163, 0.939], [0.738, -1.785, -0.568], [2.863, -1.893, -0.510], [-0.095, 3.720, 2.903], [-0.748, 1.599, 2.393], [-1.557, -0.878, 0.199], [-0.683, 3.635, 0.531], [1.048, 4.619, 2.184], [0.744, 3.006, -0.021], [0.522, -1.078, 0.163], [1.467, 2.971, 2.603], [-3.178, -1.149, -0.557], [0.072, -3.747, -3.045], [-2.051, -2.879, -1.955]]}

=====

{"formula": "C6H12N4", "method": "ωB97M-V with the def2-TZVPD basis set", "e_homo_ev": -6.272, "de_lowest_ev": 2.701, "smiles": "CNc1ncn(C)c1NC", "energy_ev": -12373.82904, "orbital_gap_ev": 7.053, "symbols": ["N", "N", "N", "N", "C", "C", "C", "C", "C", "C", "H", "H", "H", "H", "H", "H", "H", "H", "H", "H", "H", "H"], "positions_angstrom": [[-1.440, -0.679, 0.985], [-0.473, 1.280, -1.608], [1.560, 1.172, -0.259], [1.051, -0.555, 1.189], [0.143, 2.019, -2.641], [2.023, 0.371, 0.676], [-0.199, -0.200, 0.611], [1.398, -1.516, 2.150], [0.231, 1.027, -0.447], [-2.274, -1.264, 0.002], [2.445, -1.401, 2.560], [3.094, 0.253, 1.014], [0.604, 3.075, -2.211], [-2.328, -2.420, 0.018], [-3.266, -0.889, 0.321], [-1.422, 1.602, -1.355], [0.874, 1.609, -3.221], [-1.525, -0.987, 1.937], [0.752, -1.527, 2.989], [1.297, -2.402, 1.616], [-0.601, 2.406, -3.311], [-1.945, -0.973, -1.014]]}

=====

{"formula": "C6H12N4", "method": "ωB97M-V with the def2-TZVPD basis set", "e_homo_ev": [-18.095, -18.107], "de_lowest_ev": 4.170, "total_charge": 2, "energy_ev": -12354.99560, "orbital_gap_ev": [8.239, 8.235], "symbols": ["N", "N", "N", "N", "C", "C", "C", "C", "C", "C", "H", "H", "H", "H", "H", "H", "H", "H", "H", "H", "H", "H"], "positions_angstrom": [[-2.301, -0.217, 0.356], [2.008, 0.387, 1.621], [-0.954, -2.050, 0.268], [-0.121, 0.120, -0.422], [1.212, -0.250, -0.612], [2.171, 0.344, -1.517], [1.245, -1.655, -0.353], [0.310, -2.402, 0.098], [-2.719, 1.153, -0.123], [-1.155, -0.714, -0.032], [1.280, 0.986, 2.093], [-2.890, -0.763, 0.940], [3.188, -0.041, -1.343], [-0.290, 1.053, -0.560], [-2.638, 1.258, -1.215], [-2.200, 2.032, 0.372], [2.778, 1.072, 1.698], [2.453, 1.424, -1.480], [-1.775, -2.747, 0.352], [-3.744, 1.341, 0.119], [2.109, -0.409, 2.336], [2.031, 0.078, -2.596]]}